The following is a DFT calculation (wB97M-V/def2-TZVPD) of a 3-piece molecular cluster, C22H13NO11 overall in a non-equilibrium geometry.

Last column: Mulliken charge in e.
Geometry (Å):
1 C 0.89 0.19 -1.16  -0.278
2 C 1.54 -0.14 -2.27  -0.157
3 C 2.29 -0.31 -3.71  -0.579
4 C 3.19 1.02 -3.91  0.402
5 C 4.55 1.18 -3.42  0.397
6 N 5.24 0.07 -2.67  -0.489
7 C 4.75 -0.01 -1.42  0.698
8 O 4.17 -0.39 -0.36  -0.439
9 C 5.28 2.60 -3.74  0.374
10 O 6.14 3.11 -2.95  -0.515
11 C 4.86 3.27 -5.17  -0.324
12 C 3.50 3.10 -5.68  -0.369
13 C 2.52 2.26 -4.68  0.160
14 O 1.29 2.62 -4.51  -0.532
15 H 0.54 0.84 -0.27  0.302
16 H 1.51 -0.30 -4.58  0.347
17 H 2.94 -1.27 -3.71  0.342
18 H 5.63 3.88 -5.78  0.332
19 H 3.15 3.53 -6.69  0.343
20 O -0.39 -2.43 -0.54  -0.560
21 C -0.97 -2.79 0.47  0.898
22 C -2.37 -3.24 0.46  -0.759
23 C -2.98 -3.61 1.59  0.253
24 O -4.28 -4.03 1.59  -0.586
25 C -2.26 -3.58 2.90  0.878
26 O -2.85 -3.91 3.92  -0.648
27 C -0.86 -3.15 2.90  -0.773
28 C -0.25 -2.78 1.77  0.423
29 O 1.06 -2.39 1.77  -0.585
30 H -2.88 -3.25 -0.50  0.430
31 H -4.48 -4.24 2.53  0.348
32 H -0.34 -3.15 3.86  0.423
33 H 1.26 -2.17 0.84  0.276
34 O -2.28 -0.98 2.11  -0.209
35 C -2.57 0.12 2.56  0.607
36 C -1.65 0.88 3.41  -0.860
37 C -2.01 2.07 3.91  0.268
38 O -1.17 2.80 4.69  -0.573
39 C -3.35 2.65 3.62  0.844
40 O -3.66 3.73 4.10  -0.606
41 C -4.26 1.90 2.75  -0.813
42 C -3.90 0.71 2.25  0.317
43 O -4.74 0.00 1.44  -0.622
44 H -0.68 0.45 3.61  0.507
45 H -1.66 3.61 4.92  0.346
46 H -5.23 2.34 2.53  0.437
47 H -4.25 -0.82 1.22  0.323

The lowest unoccupied orbital energy comes out at -1.97 eV. Its SMILES is C#CCC1=C(N=C=O)C(=O)C=CC1=O.O=C1C=C(O)C(=O)C=C1O.O=C1C=C(O)C(=O)C=C1O. The multiplicity is 1. The HOMO-LUMO gap comes out at 7.41 eV. For the total energy, the calculation gives -47027.051 eV.

=====

The following is a DFT calculation (wB97M-V/def2-TZVPD) of C3H10BrNaO5P as an isolated structure.

Last column: Mulliken charge in e.
Geometry (Å):
1 Na 0.06 2.26 2.31  0.863
2 Br -2.41 0.77 2.74  -0.794
3 O 0.06 4.43 1.87  -1.089
4 H -0.65 5.07 1.94  0.134
5 C -1.63 0.47 -0.89  -0.407
6 O -0.35 -0.04 -1.34  -0.300
7 P 0.85 -0.22 -0.35  0.974
8 O 1.07 0.88 0.58  -0.681
9 O 0.64 -1.63 0.35  -0.312
10 C -0.19 -1.66 1.52  -0.269
11 O 2.04 -0.54 -1.33  -0.375
12 C 1.89 -1.45 -2.43  -0.643
13 H -2.32 -0.37 -0.79  0.255
14 H -1.98 1.15 -1.65  0.220
15 H -1.54 0.99 0.07  0.154
16 H -0.57 -2.67 1.62  0.222
17 H -1.02 -0.95 1.49  0.026
18 H 0.40 -1.43 2.41  0.205
19 H 2.74 -2.14 -2.40  0.253
20 H 1.95 -0.89 -3.36  0.249
21 H 0.96 -2.01 -2.36  0.316

The lowest unoccupied orbital energy comes out at 2.55 eV. Its total charge is -1. The multiplicity is 1. The HOMO-LUMO gap comes out at 6.22 eV. For the total energy, the calculation gives -97264.348 eV.

=====

The following is a DFT calculation (wB97M-V/def2-TZVPD) of a 2-piece molecular cluster, C3H4S4 overall.

Last column: Mulliken charge in e.
Geometry (Å):
1 S -0.08 1.63 -1.27  -0.178
2 C -1.27 0.85 -0.48  0.180
3 S -2.12 -0.55 -1.10  -0.173
4 S -1.91 1.30 1.11  -0.032
5 S -0.46 2.50 1.89  -0.178
6 H -1.40 -0.66 -2.22  0.172
7 H -0.90 3.69 1.44  0.178
8 C 0.77 -1.81 0.68  -0.404
9 C 1.58 -1.19 0.06  -0.338
10 H 0.06 -2.36 1.23  0.383
11 H 2.29 -0.65 -0.49  0.390

The lowest unoccupied orbital energy comes out at -0.40 eV. The value obtained for the energy above the lowest of the compared OMol25 structures with the same formula, charge and spin is 41.9 kcal/mol. Its SMILES is S=C(S)SS.C#C. The multiplicity is 1. The HOMO-LUMO gap comes out at 8.43 eV. For the total energy, the calculation gives -46514.163 eV.

=====

The following is a DFT calculation (wB97M-V/def2-TZVPD) of the molecule C7H8N4O in a non-equilibrium geometry.

Last column: Mulliken charge in e.
Geometry (Å):
1 C -1.90 -1.85 -2.44  -0.859
2 C -0.83 -1.13 -1.53  0.411
3 N 0.12 -2.01 -0.97  -0.597
4 C 0.77 -1.49 0.01  -0.425
5 C 0.61 -0.25 0.56  0.292
6 C -0.24 0.48 0.01  0.733
7 N -0.97 0.07 -1.07  -0.610
8 N -0.47 1.93 0.19  -0.164
9 C 0.34 2.51 1.24  0.319
10 O 0.48 3.67 1.49  -0.593
11 N 1.16 1.65 2.01  -0.213
12 C 1.38 0.19 1.84  -0.589
13 H -1.65 -1.58 -3.69  0.222
14 H -2.97 -1.66 -2.09  0.284
15 H -1.63 -3.02 -2.35  0.282
16 H 1.71 -1.95 0.29  0.372
17 H -1.02 2.54 -0.50  0.300
18 H 1.85 2.30 2.34  0.235
19 H 2.42 -0.04 1.82  0.401
20 H 0.84 -0.34 2.83  0.197

The lowest unoccupied orbital energy comes out at 0.59 eV. The value obtained for the energy above the lowest of the compared OMol25 structures with the same formula, charge and spin is 41.1 kcal/mol. Its SMILES is Cc1ncc2c(n1)NC(=O)NC2. The multiplicity is 1. The HOMO-LUMO gap comes out at 10.09 eV. For the total energy, the calculation gives -15395.092 eV.

=====

The following is a DFT calculation (wB97M-V/def2-TZVPD) of the molecule C3H9N2P in a non-equilibrium geometry.

Last column: Mulliken charge in e.
Geometry (Å):
1 C 1.21 -0.14 1.03  -0.297
2 C 0.73 -0.24 -0.48  -0.976
3 C -1.41 0.78 -1.02  -0.815
4 N 0.59 -1.20 1.84  -0.607
5 N -0.66 -0.41 -0.71  0.195
6 P -1.40 -1.73 -0.13  -0.017
7 H 2.17 -0.49 1.05  0.351
8 H 0.90 0.89 1.27  0.340
9 H 1.23 0.46 -1.05  0.482
10 H 1.09 -1.26 -0.75  0.304
11 H -0.90 1.61 -0.48  0.315
12 H -1.61 0.87 -2.13  0.226
13 H -2.44 0.72 -0.54  0.299
14 H 0.15 -0.71 2.54  0.175
15 H -0.33 -2.56 -0.46  0.026

The lowest unoccupied orbital energy (spin up / spin down) comes out at -0.09 / -0.18 eV. The value obtained for the energy above the lowest of the compared OMol25 structures with the same formula, charge and spin is 77.3 kcal/mol. The multiplicity is 1. The HOMO-LUMO gap (spin up / spin down) comes out at 8.67 / 6.94 eV. For the total energy, the calculation gives -15522.049 eV.